# 1
56
Properties=species:S:1:pos:R:3 method="wB97M-V/def2-TZVPD" homo_lumo_gap_ev="8.92 / 8.08" spin_multiplicity=3
O 3.2141 2.6245 -1.7926
O 4.1264 3.3509 -2.4009
H 4.4954 -1.6170 -4.9048
C 3.7294 -1.0155 -4.3845
C 2.9269 -1.6265 -3.4426
C 1.7289 -1.1515 -2.7111
H 3.0935 1.9126 -2.4097
H 1.0499 -0.4830 -3.2179
C 1.8038 -1.1183 -1.2323
C 2.3062 -0.3689 -0.1538
C 2.0832 -0.8466 1.2914
C 0.6903 -1.3509 1.5355
C 0.3076 -1.9045 2.6958
C -1.1241 -2.2999 3.0164
C -1.9791 -1.1593 3.5324
C -3.2361 -0.9366 3.1510
C -4.0401 0.2213 3.6559
C -5.5073 -0.1424 3.8930
C -6.3259 1.0347 4.4205
C -7.7834 0.6640 4.6803
C -8.6045 1.8275 5.2148
C 3.7286 0.3990 -4.9044
C 4.7878 0.7439 -6.0170
C 6.2261 0.6348 -5.4921
C 7.2660 0.9271 -6.5597
O 7.2646 0.4448 -7.6802
O 8.1995 1.8050 -6.0886
H 3.3345 -2.5992 -3.0873
H 1.2747 -1.9866 -0.7717
H 2.9416 0.5301 -0.1340
H 2.7786 -1.6646 1.5367
H 2.3138 -0.0658 2.0383
H -0.0227 -1.2220 0.7235
H 1.0337 -2.0925 3.4930
H -1.6194 -2.7248 2.1182
H -1.0491 -3.0788 3.8024
H -1.4926 -0.4888 4.2606
H -3.7320 -1.6158 2.4421
H -3.5943 0.5973 4.5907
H -4.0045 1.0460 2.9267
H -5.9502 -0.4976 2.9515
H -5.5763 -0.9738 4.6099
H -5.8687 1.4057 5.3503
H -6.2799 1.8614 3.6958
H -8.2239 0.2961 3.7459
H -7.8109 -0.1713 5.3906
H -9.6366 1.5143 5.3772
H -8.2074 2.1880 6.1671
H -8.6137 2.6639 4.5111
H 2.7621 0.6552 -5.3665
H 3.8735 1.1882 -4.1386
H 4.7026 0.0740 -6.8910
H 4.6550 1.7772 -6.4110
H 6.3780 1.2876 -4.6137
H 6.3868 -0.4133 -5.1844
H 8.8198 1.9408 -6.8279



# 2
67
Properties=species:S:1:pos:R:3 method="wB97M-V/def2-TZVPD" homo_lumo_gap_ev=1.92 charge=+1
C -3.0242 -1.7751 -0.1684
C -2.7288 -0.8529 0.5865
C -2.5749 0.2807 1.5986
C -3.0215 -0.2289 3.0181
C -1.9576 -1.1567 3.7469
C -2.2996 -2.6804 3.4483
C -1.0297 -3.6277 3.3963
C -0.5704 -4.0248 1.9300
O 0.7140 -3.5260 1.5668
C 0.7258 -2.0886 1.4802
C 1.1717 -1.5709 0.0465
C -3.4987 1.4056 1.1265
Cl -5.1347 1.6685 1.8505
C -3.0357 2.2288 0.1030
C -1.6540 2.0644 -0.6041
Cl -4.0925 3.5659 -0.4284
H -3.1143 -2.9287 -0.5650
H -4.0532 -0.7125 2.9641
H -3.1351 0.7025 3.6554
H -0.8967 -0.8829 3.5357
H -2.1247 -0.9743 4.8601
H -2.9153 -3.0476 4.3518
H -2.9830 -2.8090 2.5532
H -1.3283 -4.5716 3.9402
H -0.1489 -3.2133 3.9516
H -1.3421 -3.7666 1.1418
H -0.5069 -5.1502 1.9152
H -0.3005 -1.6822 1.6607
H 1.4883 -1.7179 2.2156
H 0.3539 -0.9820 -0.4676
H 2.0299 -0.8424 0.1506
H 1.4817 -2.3983 -0.6413
H -0.9239 2.7764 -0.1188
H -1.2290 1.0322 -0.5109
H -1.7442 2.3585 -1.6899
Li -4.2836 -2.4306 4.5317
C 6.0601 -2.4015 0.4415
C 5.7372 -1.1738 -0.3800
C 6.8921 -0.2201 -0.4936
O 6.2319 1.0294 -0.6887
C 5.0368 0.9333 -0.0425
O 4.3396 1.8610 0.2240
O 4.7497 -0.3618 0.2639
H 5.1821 -3.0424 0.5387
H 6.8654 -2.9773 -0.0181
H 6.3598 -2.1243 1.4545
H 5.3522 -1.4653 -1.3628
H 7.5514 -0.4547 -1.3293
H 7.4877 -0.1551 0.4217
Li -4.2237 -0.0960 6.5624
C 0.1085 3.7332 -5.0379
C -1.0725 4.4940 -5.6252
C -2.2905 4.4033 -4.7198
O -1.3853 3.9591 -6.9012
H -0.1244 2.6732 -4.9257
H 0.9747 3.7958 -5.7054
H 0.3877 4.1352 -4.0562
H -0.8007 5.5484 -5.7720
H -2.6059 3.3637 -4.5968
H -3.1325 4.9407 -5.1581
H -2.0834 4.8238 -3.7322
H -1.6269 3.0310 -6.7864
Cl 2.3228 -3.7797 3.2470
Be 0.3259 0.8878 -1.7603
Br -4.3808 4.9784 1.5189
Cl -2.3490 -4.3687 -0.6553
K 1.7970 5.5879 -5.0564



# 3
94
Properties=species:S:1:pos:R:3 method="wB97M-V/def2-TZVPD" e_above_lowest_kcal_mol=0.0 homo_lumo_gap_ev=5.12 charge=-1
C -0.9774 1.1855 7.3904
C -2.0861 2.0613 6.7888
C -2.9561 1.3714 5.7190
O -2.3613 0.2580 5.0897
C -1.6673 0.5983 3.8985
C -0.4938 -0.3420 3.6262
C -0.0559 -0.0544 2.1864
O 0.1543 1.3295 1.9829
C 0.7224 1.6076 0.7128
C 2.1235 2.1589 0.9553
C -0.8143 -1.8340 3.6612
O 0.3875 -2.4821 4.0491
P 1.0009 -1.5461 5.3953
P 1.7361 -3.4093 6.4868
O 2.1132 -2.7472 7.9506
Cl 3.5934 -3.7083 5.5059
O 0.5107 -0.0706 4.5701
H -1.0466 0.1554 7.0770
H -1.0683 1.2008 8.4734
H -0.0110 1.5892 7.1262
H -1.6670 2.9756 6.3804
H -2.7586 2.3682 7.5867
H -3.2053 2.1194 4.9622
H -3.9105 1.0551 6.1343
H -2.3586 0.6335 3.0488
H -1.2488 1.5937 4.0085
H -0.8393 -0.3938 1.5044
H 0.8537 -0.6270 1.9963
H 0.8177 0.6794 0.1471
H 0.0972 2.2770 0.1227
H 2.8089 1.3211 1.0180
H 2.4241 2.8357 0.1571
H 2.1095 2.7158 1.8825
H -0.9733 -2.1957 2.6425
H -1.7031 -2.1356 4.2118
H 2.3136 -1.4124 4.8148
H 1.3268 -0.7671 6.5957
H -0.3208 -1.7020 5.9676
H 2.3549 -1.8087 7.8376
C -3.8553 -2.8716 7.3929
Br -4.7065 -3.6517 8.9461
Br -1.9826 -2.5509 7.6621
Br -4.1687 -3.9366 5.8166
H -4.3242 -1.9139 7.2249
C -0.7183 -0.7722 -2.9592
Br -1.1575 -0.8185 -1.0862
Br 0.6056 0.5788 -3.3703
Br -0.1662 -2.5015 -3.5912
H -1.6160 -0.5012 -3.4940
C 3.2673 -2.9473 0.3736
Br 3.2741 -4.5721 -0.6744
Br 2.6526 -1.4440 -0.6665
Br 2.2261 -3.1027 1.9779
H 4.2910 -2.7426 0.6490
C -3.7940 2.3764 -3.6869
Br -3.9906 0.6264 -4.4645
Br -5.5098 3.1411 -3.2482
Br -2.6080 2.3634 -2.1762
H -3.3455 3.0097 -4.4394
C 4.1219 -3.8569 -4.9462
Br 5.7545 -4.0812 -3.9549
Br 2.8428 -5.2399 -4.5447
Br 3.3752 -2.1019 -4.7065
H 4.3715 -3.9491 -5.9920
C -2.5373 2.2761 -7.9588
Br -2.8187 0.5701 -8.8037
Br -4.2034 3.0989 -7.4485
Br -1.3325 2.1381 -6.4646
H -2.0730 2.9232 -8.6874
C 7.1233 -4.7408 -8.4360
Br 7.2459 -6.2425 -7.2374
Br 5.3104 -4.1224 -8.6427
Br 8.3027 -3.3155 -7.8960
H 7.4531 -5.0774 -9.4068
C -6.6114 4.3334 -11.1906
Br -7.4849 3.4419 -9.7246
Br -4.7212 4.5227 -10.8803
Br -6.9691 3.4565 -12.8671
H -7.0256 5.3278 -11.2542
C 4.1614 2.9169 4.4603
Br 5.6132 2.7517 5.7236
Br 2.9950 1.3949 4.4935
Br 3.1905 4.5658 4.7236
H 4.6055 2.9703 3.4775
C 6.6747 0.2202 -8.0636
Br 5.5161 -0.6220 -6.7787
Br 6.0195 -0.0061 -9.8625
Br 6.9747 2.0771 -7.6461
H 7.6317 -0.2773 -8.0119
C -6.5319 1.9885 0.4153
Br -4.9055 1.7288 1.4056
Br -7.8600 0.6680 0.8656
Br -7.2142 3.7792 0.6208
H -6.2935 1.8598 -0.6305



# 4
66
Properties=species:S:1:pos:R:3 method="wB97M-V/def2-TZVPD" homo_lumo_gap_ev=7.61 charge=+1
N 0.2966 4.9892 1.9334
C 0.4920 5.1147 0.6425
C -0.6734 4.9339 -0.4405
S -0.4668 3.2708 -1.3104
C -1.7336 2.1493 -0.5691
C -1.7131 2.0521 1.0340
C -3.1047 2.4002 1.7449
N -3.4562 3.8544 1.7340
O 1.1124 2.8093 -0.9655
C 1.2111 1.4470 -0.4940
O 1.0220 0.4687 -1.2481
C 1.5678 1.2771 1.0608
C 1.0594 0.1093 1.9373
C 1.4440 0.0948 3.4362
C 2.3209 1.2366 4.0311
C 2.8706 2.3912 3.1562
C 2.4821 2.4072 1.6601
H 1.1914 5.1689 2.4392
H 1.5423 5.4056 0.2644
H -0.5141 5.7312 -1.2498
H -1.7304 5.0154 -0.0122
H -1.7436 1.0973 -1.0464
H -2.7625 2.6004 -0.8533
H -1.4852 0.9481 1.2888
H -0.8472 2.6444 1.5167
H -3.9059 1.7146 1.2850
H -3.0000 2.0539 2.8431
H -4.2196 3.9487 1.0389
H -3.8104 4.0582 2.6835
H 0.3962 -0.6713 1.4342
H 1.0573 -0.7806 4.0624
H 2.5389 1.1728 5.1545
H 3.5145 3.2418 3.5441
H 2.8503 3.2322 0.9660
Br -0.4366 -3.7337 -1.1382
C 1.4794 -3.8103 -0.7880
C 1.7677 -4.4614 0.5415
Br 1.4083 -3.2387 2.0165
H 1.8563 -2.7897 -0.8594
H 1.8936 -4.4042 -1.6051
H 2.8272 -4.7077 0.6273
H 1.1757 -5.3588 0.7208
Br 2.0307 -6.4573 -3.3830
C 2.4755 -5.2346 -4.8344
C 1.2323 -4.6392 -5.4474
Br 0.3374 -5.9158 -6.6169
H 3.0835 -5.7934 -5.5457
H 3.0867 -4.4566 -4.3738
H 1.4873 -3.7954 -6.0903
H 0.4990 -4.3178 -4.7085
Br -1.0217 2.5849 8.2357
C -0.6482 1.2097 6.9069
C 0.3539 0.2067 7.4227
Br 2.1645 0.9289 7.3804
H -0.3186 1.7223 6.0028
H -1.6095 0.7293 6.7173
H 0.3839 -0.6732 6.7777
H 0.1616 -0.1075 8.4484
Br -1.2632 -2.1970 -5.5319
C -1.7416 -2.9496 -7.2662
C -3.0041 -2.3239 -7.8049
Br -4.5830 -3.0341 -6.9100
H -1.8169 -4.0283 -7.1343
H -0.8942 -2.7261 -7.9164
H -3.1376 -2.5745 -8.8584
H -3.0326 -1.2406 -7.6875



# 5
70
Properties=species:S:1:pos:R:3 method="wB97M-V/def2-TZVPD" homo_lumo_gap_ev=4.39
C 1.2624 4.5575 -0.8935
C 0.8687 3.3635 -0.0636
I 0.6571 3.8406 1.9709
C 0.6271 2.1478 -0.5320
I 0.6979 2.0109 -2.6753
C 0.1878 0.9281 0.3048
C 1.1562 0.5002 1.4690
C 2.5885 1.0631 1.5291
S 3.9001 -0.1700 1.8460
C 3.2552 -0.9906 3.2343
N 2.9440 -0.5058 4.3899
N 2.5018 -1.5690 5.1486
C 2.5812 -2.6116 4.3911
O 3.0509 -2.3297 3.1508
O -0.9669 1.3819 0.9900
C -2.2017 0.8458 0.6176
C -2.3222 0.8068 -0.8819
C -3.7413 0.7949 -1.4442
C -4.8223 0.1050 -0.5940
O -5.4961 -0.8704 -1.3688
C -5.8780 1.1273 -0.1812
F -6.7884 0.5842 0.6157
F -6.5072 1.6372 -1.2418
F -5.3247 2.1546 0.4803
N -1.3911 -0.3417 -1.3318
P -2.2344 -1.8980 -1.3989
O -3.0214 -2.1451 -0.2040
O -2.9582 -1.7947 -2.7926
O -1.1547 -3.0301 -1.6673
C -0.1091 -0.3907 -0.4627
C 1.0110 -1.0817 -1.2815
C 2.4600 -0.5853 -1.2225
C 3.1908 -0.8890 -2.5522
C 4.5126 -0.1052 -2.5178
C 3.4977 -2.3898 -2.6407
H 1.3627 5.4406 -0.2772
H 2.1868 4.3451 -1.4246
H 0.4682 4.7657 -1.6105
H 1.2354 -0.5864 1.4584
H 0.6322 0.7091 2.4009
H 2.6738 1.7582 2.3574
H 2.9278 1.5929 0.6439
H 2.3099 -3.6160 4.6539
H -2.9691 1.5083 1.0107
H -2.3475 -0.1185 1.1162
H -1.8465 1.6937 -1.2913
H -4.0134 1.8459 -1.5179
H -3.7921 0.4400 -2.4702
H -4.4456 -0.3264 0.3289
H -5.6025 -1.6486 -0.8141
H -1.1279 -0.1451 -2.3057
H -2.9938 -2.6687 -3.2090
H -0.7943 -3.2939 -0.8055
H -0.3926 -1.0789 0.3350
H 0.7161 -1.1340 -2.3299
H 1.0452 -2.1226 -0.9674
H 2.5691 0.4740 -1.0348
H 2.9895 -1.1706 -0.4809
H 2.5672 -0.5742 -3.3874
H 4.3814 0.9186 -2.8620
H 4.8655 -0.0572 -1.4864
H 5.2964 -0.6034 -3.0808
H 2.6480 -2.9719 -2.9968
H 3.7616 -2.7793 -1.6572
H 4.3496 -2.5796 -3.2878
C -0.9440 -0.4357 4.5426
O -1.3709 -0.3946 3.2575
H -0.2377 -1.2629 4.7941
H -0.3921 0.4778 4.8967
H -1.7495 -0.5526 5.3111



# 6
59
Properties=species:S:1:pos:R:3 method="wB97M-V/def2-TZVPD" e_above_lowest_kcal_mol=32.1 homo_lumo_gap_ev=7.45 charge=+1
C -2.0976 1.9926 1.3811
O -3.1847 1.5190 0.5763
C -2.7850 1.3910 -0.8005
C -1.9342 0.0725 -1.0063
C -0.8155 0.1690 -2.1173
C 0.2992 1.2547 -1.8514
C 1.0965 1.0720 -0.4984
C 2.4293 0.2198 -0.6327
C 2.2069 -1.3489 -0.6805
C 2.5703 -2.1200 0.6512
C 2.2150 -1.3451 1.9853
C 0.6660 -1.4872 2.2420
C 0.1680 -0.9777 3.6557
C 0.8179 0.3541 4.1401
C 1.0744 0.5029 5.6043
C 1.6683 1.7481 6.1413
C 2.0016 2.7983 5.1645
N 1.7493 2.6442 3.8095
C 1.1683 1.4886 3.3025
H -1.4850 2.7737 0.8499
H -1.4460 1.1309 1.7324
H -2.5733 2.4378 2.3045
H -3.7338 1.2770 -1.4040
H -2.2685 2.3159 -1.1911
H -2.6670 -0.7293 -1.3258
H -1.4918 -0.3045 -0.0355
H -1.3193 0.4612 -3.0878
H -0.4240 -0.8718 -2.2861
H -0.1888 2.2694 -1.8114
H 0.9719 1.2612 -2.7563
H 1.4227 2.0863 -0.1012
H 0.3736 0.6659 0.2599
H 2.8868 0.5215 -1.6244
H 3.1953 0.5302 0.1401
H 2.9076 -1.7412 -1.4790
H 1.1713 -1.5684 -1.0652
H 1.9460 -3.0659 0.6555
H 3.6382 -2.4783 0.6974
H 2.6023 -0.2943 1.9892
H 2.7633 -1.8866 2.8181
H 0.4430 -2.5965 2.2118
H 0.0110 -1.0242 1.4588
H -0.9450 -0.7885 3.5684
H 0.3159 -1.7419 4.4640
H 0.7912 -0.3270 6.2926
H 1.8371 1.8675 7.2341
H 2.4613 3.7441 5.5544
H 2.0215 3.4331 3.2143
H 0.9717 1.4577 2.2050
C -3.0080 -2.3605 -6.5995
C -2.6349 -0.9786 -6.1508
O -1.7570 -1.2212 -5.0676
C -1.1616 -2.4210 -5.3370
O -0.1815 -2.8160 -4.7931
O -1.8262 -3.1017 -6.3085
F -3.7167 -0.3049 -5.6895
H -3.8452 -2.7740 -6.0323
H -3.2476 -2.4045 -7.6612
H -2.1246 -0.3805 -6.9098



# 7
63
Properties=species:S:1:pos:R:3 method="wB97M-V/def2-TZVPD" e_above_lowest_kcal_mol=0.0 homo_lumo_gap_ev="8.68 / 7.12" charge=+2 spin_multiplicity=6
Fe 0.1468 -0.0145 0.1219
N -1.0592 -3.5450 -2.0082
C -1.4951 -2.5631 -1.2292
N -0.4913 -1.7210 -1.0217
C 0.5448 -2.2716 -1.7216
N 0.2376 -3.3792 -2.3357
C 1.8237 -1.5739 -1.8084
C 2.9193 -2.0558 -2.5088
N 4.0280 -1.3359 -2.6243
C 4.0456 -0.1320 -2.0586
C 2.9690 0.3438 -1.3251
N 1.8604 -0.3889 -1.1936
H -1.5713 -4.3410 -2.3631
H -2.5051 -2.4689 -0.8625
H 2.8913 -3.0332 -2.9756
H 4.9401 0.4655 -2.1828
H 2.9948 1.3103 -0.8402
C 3.0558 -0.2124 1.8868
Si 1.7217 0.9519 2.5157
C 2.0433 1.3530 4.2996
C 1.8139 2.4616 1.3897
C -0.0433 0.2256 2.3418
Si -0.3805 -1.4771 3.1487
C -1.8046 -2.3567 2.3167
C -0.7463 -1.1018 4.9350
C 1.0655 -2.6379 2.9557
Si -1.4562 1.4797 2.3289
C -1.1806 2.7817 3.6244
C -3.1680 0.7706 2.4781
C -1.5066 2.2909 0.6082
C -2.2063 3.4707 0.3877
C -2.3357 3.9654 -0.9020
C -1.7658 3.2689 -1.9611
C -1.0814 2.1052 -1.6919
N -0.9554 1.6311 -0.4399
H 3.8935 0.3858 1.5166
H 2.7362 -0.8734 1.0783
H 3.4408 -0.8513 2.6820
H 2.9878 1.9009 4.3695
H 2.1452 0.4381 4.8866
H 1.2601 1.9662 4.7444
H 2.8466 2.8197 1.3458
H 1.1936 3.2947 1.7306
H 1.5058 2.2406 0.3607
H -2.7480 -1.8127 2.3365
H -1.9618 -3.3062 2.8373
H -1.5546 -2.5948 1.2825
H -1.6365 -0.4784 5.0492
H 0.0906 -0.5956 5.4188
H -0.9242 -2.0413 5.4664
H 1.4170 -2.6976 1.9219
H 0.7413 -3.6415 3.2457
H 1.9153 -2.3780 3.5888
H -1.1571 2.3226 4.6167
H -2.0092 3.4946 3.6170
H -0.2512 3.3351 3.4841
H -3.2996 0.1722 3.3830
H -3.4327 0.1557 1.6154
H -3.8851 1.5950 2.5270
H -2.6506 3.9981 1.2229
H -2.8795 4.8842 -1.0844
H -1.8507 3.6244 -2.9784
H -0.6194 1.5282 -2.4840



no.,calculated total energy (a.u.)
1,-1081.932961
2,-6201.742213
3,-87243.352539
4,-22031.681000
5,-3107.246768
6,-1237.141290
7,-3242.204999